Record 1
DFT (ωB97M-V with the def2-TZVPD basis set) results for a cluster of 7 separate species, C20H28Cl19F9N2O3PS2 in total in a non-equilibrium geometry.

Last column: Mulliken charge in e.
CARTESIAN COORDINATES (ANGSTROEM)
C1 6.4238 -0.8473 1.8582  -1.070
C2 5.1060 -0.0364 2.1901  0.384
O1 5.0671 1.0930 1.3110  -0.410
C3 3.7572 1.6805 1.2756  -0.376
C4 3.9113 3.1582 0.7449  0.024
O2 3.2747 4.1360 1.5722  -0.487
C5 1.8571 3.9877 1.5684  -0.197
C6 1.2160 4.3104 0.1596  0.305
O3 -0.1693 4.6821 0.2303  -0.372
C7 -1.0302 3.7127 -0.3070  -0.314
C8 -1.9006 3.0786 0.8245  -0.066
N1 -2.7369 1.9897 0.5943  0.455
C9 -3.3872 1.5362 1.6882  -0.460
C10 -4.3474 0.3353 1.8069  0.170
C11 -3.6844 -0.7370 2.7565  -0.906
C12 -3.0039 -1.9375 1.9896  0.633
F1 -3.9378 -2.4984 1.1656  -0.249
F2 -2.7909 -2.8799 2.9924  -0.310
C13 -1.5842 -1.6309 1.3831  0.705
F3 -0.7303 -2.6175 1.7689  -0.259
F4 -1.0954 -0.5008 1.9971  -0.185
S1 -1.4206 -1.4293 -0.4705  1.185
F5 -2.8557 -0.6836 -0.6203  -0.172
F6 -0.6953 0.0349 -0.2416  -0.279
F7 0.0835 -2.0734 -0.4119  -0.372
F8 -1.9951 -2.8916 -0.7986  -0.328
F9 -1.2093 -1.1973 -2.0511  -0.219
N2 -2.9736 2.4103 2.6649  0.355
P1 -3.4590 2.4623 4.3651  0.195
S2 -5.0059 3.6005 4.6666  -0.289
C14 -2.0473 3.3749 2.2102  0.236
Cl1 -1.2309 4.6379 3.0970  -0.106
H1 6.8269 -1.3696 2.7571  0.299
H2 6.1626 -1.5802 1.0532  0.267
H3 7.1618 -0.0995 1.4884  0.301
H4 5.1721 0.3261 3.2554  -0.241
H5 4.1977 -0.6876 2.0832  0.298
H6 3.3292 1.6531 2.3096  0.328
H7 3.1574 1.0616 0.5492  0.222
H8 5.0109 3.3772 0.7862  0.449
H9 3.6285 3.2075 -0.3346  -0.149
H10 1.5156 3.0105 1.9994  0.164
H11 1.4742 4.7817 2.2634  0.130
H12 1.7699 5.2168 -0.2085  0.325
H13 1.4519 3.4951 -0.5650  -0.366
H14 -1.7515 4.1666 -1.0436  0.375
H15 -0.5250 2.8706 -0.8388  0.063
H16 -2.7771 1.6436 -0.3647  0.127
H17 -5.2578 0.7233 2.3416  0.478
H18 -4.7124 -0.0597 0.8261  -0.388
H19 -3.0185 -0.3092 3.5375  0.388
H20 -4.5244 -1.2228 3.3217  0.385
H21 -2.3724 3.0800 5.0534  0.110
H22 -3.6477 1.1369 4.8329  0.165
C15 -0.3300 -4.9771 -3.2749  0.311
Cl2 1.1423 -5.7647 -3.8553  -0.149
Cl3 -0.8111 -3.6738 -4.3685  -0.079
Cl4 -1.6368 -6.1522 -3.0983  -0.139
H23 -0.1243 -4.5464 -2.3003  0.007
C16 5.3205 -1.0938 6.2415  0.024
Cl5 4.8068 0.4988 5.6635  -0.149
Cl6 5.3102 -2.2734 4.9261  -0.111
Cl7 6.9197 -0.9999 6.9803  -0.112
H24 4.6149 -1.4237 6.9966  0.324
C17 -2.5370 -1.1626 -7.0235  -0.079
Cl8 -1.0669 -1.0487 -7.9928  -0.112
Cl9 -2.1474 -1.1213 -5.2971  -0.006
Cl10 -3.6598 0.1364 -7.4377  -0.117
H25 -3.0170 -2.1111 -7.2410  0.306
C18 2.5077 3.9471 -3.7469  -0.067
Cl11 3.6521 4.7884 -2.6987  -0.090
Cl12 1.7339 2.6066 -2.8824  -0.060
Cl13 1.2916 5.0668 -4.3654  -0.122
H26 3.0548 3.5364 -4.5891  0.391
C19 0.7950 -9.4300 -5.3224  0.564
Cl14 -0.0884 -9.3673 -6.8512  -0.121
Cl15 -0.1194 -10.3369 -4.1120  -0.122
Cl16 2.3937 -10.1441 -5.5567  -0.121
H27 0.9247 -8.4136 -4.9617  -0.184
C20 -5.6585 0.0602 -2.1603  0.445
Cl17 -6.7466 0.3589 -0.7946  -0.128
Cl18 -6.5754 -0.2679 -3.6255  -0.097
Cl19 -4.5709 1.4401 -2.4027  -0.119
H28 -5.0554 -0.8130 -1.9323  -0.041

Output
Highest occupied orbital energy = -11.40 eV
Charge = +1
Lowest unoccupied orbital energy = -3.48 eV

***

Record 2
DFT (ωB97M-V with the def2-TZVPD basis set) results for an isolated molecule of C20H28ClN3O2.

Last column: natural (NBO) charge in e.
CARTESIAN COORDINATES (ANGSTROEM)
O1 2.0726 -1.5044 -1.9147  -0.651
C1 1.7856 -0.8839 -0.9070  0.685
C2 2.8469 -0.1138 -0.1212  -0.511
C3 2.4636 1.3290 0.2261  -0.209
N1 1.8980 2.0463 -0.8938  -0.447
C4 2.7181 2.3666 -2.0396  -0.213
C5 2.0918 1.7713 -3.3010  -0.422
C6 0.6448 2.2616 -3.4645  -0.398
C7 0.1468 2.9960 -2.2122  -0.492
C8 0.5730 2.2885 -0.9476  0.701
O2 -0.1957 1.9849 -0.0484  -0.673
N2 0.5548 -0.8626 -0.3766  -0.634
C9 -0.5659 -1.5953 -0.9258  -0.047
C10 -1.5442 -0.6489 -1.6417  -0.422
C11 -2.9602 -1.2106 -1.5763  -0.411
C12 -3.4254 -1.2656 -0.1149  -0.206
N3 -2.2747 -1.3707 0.7581  -0.460
C13 -2.5909 -1.5651 2.1555  -0.248
C14 -1.3926 -1.1964 2.9899  0.060
C15 -0.8955 -2.0413 3.9714  -0.218
C16 0.2268 -1.6957 4.7054  -0.236
C17 0.8567 -0.4903 4.4498  -0.034
Cl1 2.2696 -0.0532 5.3516  -0.003
C18 0.3724 0.3706 3.4773  -0.232
C19 -0.7477 0.0135 2.7508  -0.241
C20 -1.2997 -2.2978 0.2278  -0.229
H1 3.7572 -0.1355 -0.7230  0.225
H2 3.0437 -0.6574 0.8053  0.237
H3 1.7091 1.3468 1.0155  0.231
H4 3.3508 1.8642 0.5821  0.205
H5 3.7163 1.9581 -1.8818  0.216
H6 2.8079 3.4559 -2.1406  0.190
H7 2.6956 2.0440 -4.1665  0.212
H8 2.1106 0.6846 -3.2096  0.236
H9 -0.0080 1.4103 -3.6572  0.213
H10 0.5618 2.9367 -4.3178  0.210
H11 0.5607 4.0074 -2.1871  0.220
H12 -0.9402 3.0765 -2.2195  0.238
H13 0.3196 -0.2244 0.3701  0.425
H14 -0.1484 -2.3283 -1.6228  0.230
H15 -1.5233 0.3162 -1.1343  0.233
H16 -1.2346 -0.5077 -2.6775  0.210
H17 -3.6414 -0.5865 -2.1553  0.217
H18 -2.9712 -2.2091 -2.0176  0.197
H19 -3.9524 -0.3434 0.1479  0.195
H20 -4.1274 -2.1093 0.0225  0.163
H21 -3.4190 -0.8932 2.4041  0.212
H22 -2.9154 -2.5970 2.3825  0.170
H23 -1.3857 -2.9840 4.1683  0.213
H24 0.6114 -2.3578 5.4654  0.227
H25 0.8646 1.3144 3.2995  0.227
H26 -1.1255 0.6740 1.9847  0.250
H27 -0.5803 -2.5548 1.0079  0.218
H28 -1.7660 -3.2335 -0.1235  0.172

Output
Relative energy (zero: lowest compared OMol25 entry of this formula, charge and spin) = 24.9 kJ/mol
Highest occupied orbital energy = -8.47 eV
Charge = 0
Lowest unoccupied orbital energy = 0.79 eV
SMILES = O=C(CCN1CCCCC1=O)N[C@@H]1CCCN(Cc2ccc(Cl)cc2)C1

***

Record 3
DFT (ωB97M-V with the def2-TZVPD basis set) results for a cluster of 2 separate species, C20H28F3N3O6S in total in a non-equilibrium geometry.

Last column: natural (NBO) charge in e.
CARTESIAN COORDINATES (ANGSTROEM)
C1 4.9853 0.8761 -0.8480  -0.266
O1 4.1088 -0.2720 -0.8929  -0.568
C2 2.8359 0.0174 -1.5124  -0.128
C3 1.5843 0.0174 -0.5143  0.222
C4 0.2688 0.6624 -1.2335  -0.429
C5 -0.5847 -0.4026 -2.0765  -0.410
C6 -1.9953 0.2059 -2.5945  -0.404
C7 -3.0949 -0.2002 -1.4555  -0.405
C8 -4.5510 -0.2276 -2.1443  -0.422
C9 -5.3627 -1.5088 -1.6035  -0.408
C10 -6.9614 -1.2140 -1.4485  -0.530
S1 -7.1638 -0.2291 0.1063  0.244
C11 -8.9268 0.1771 0.4159  0.306
N1 -10.0885 0.1768 -0.4101  -0.286
N2 -11.0863 0.6307 0.4360  -0.265
C12 -10.5289 0.9039 1.7373  0.224
O2 -9.1341 0.6124 1.7647  -0.435
C13 1.9578 1.0838 0.6708  -0.114
O3 1.6808 2.4552 0.2701  -0.286
O4 2.8073 3.0703 -0.1852  -0.463
O5 1.3171 -1.2396 0.1676  -0.531
C14 1.7932 -2.3696 -0.5285  0.734
O6 1.4261 -2.7801 -1.6413  -0.494
C15 2.9125 -3.2786 0.2290  0.906
F1 2.3235 -4.5418 0.4986  -0.320
F2 4.0426 -3.4679 -0.6228  -0.312
F3 3.3685 -2.7106 1.4364  -0.318
H1 4.7921 1.5281 0.0847  0.204
H2 5.0299 1.4919 -1.8081  0.171
H3 6.0535 0.4561 -0.6926  0.198
H4 2.6853 -0.6350 -2.4577  0.212
H5 2.9131 1.0983 -1.9239  0.203
H6 0.6874 1.4232 -1.9862  0.215
H7 -0.4232 1.1754 -0.4686  0.223
H8 -0.7377 -1.3241 -1.4155  0.212
H9 0.0113 -0.7150 -3.0185  0.210
H10 -2.2438 -0.2668 -3.6159  0.207
H11 -1.9258 1.3416 -2.6957  0.208
H12 -2.8545 -1.2225 -0.9781  0.202
H13 -3.0476 0.5752 -0.6193  0.210
H14 -5.0523 0.7752 -1.9359  0.220
H15 -4.4082 -0.3693 -3.2685  0.205
H16 -5.1468 -2.4667 -2.1869  0.232
H17 -4.9904 -1.6863 -0.5195  0.205
H18 -7.2854 -0.6579 -2.4074  0.234
H19 -7.4771 -2.2454 -1.4042  0.236
H20 -11.0594 1.3153 2.6537  0.229
H21 3.0049 0.9252 1.0947  0.238
H22 1.2048 0.8594 1.5200  0.207
H23 2.5885 3.6968 -0.9203  0.469
C16 7.0181 0.8188 4.6921  -0.164
C17 6.2542 -0.3078 4.4238  -0.261
C18 5.4794 -0.3160 3.2753  0.037
N3 5.4208 0.7059 2.4060  -0.435
C19 6.1684 1.7843 2.6903  0.032
C20 6.9779 1.8888 3.8096  -0.262
H24 7.6387 0.8629 5.5805  0.217
H25 6.2607 -1.1605 5.0912  0.223
H26 4.8673 -1.1751 3.0203  0.202
H27 6.1006 2.5960 1.9723  0.193
H28 7.5616 2.7834 3.9874  0.221

Output
Highest occupied orbital energy = -8.74 eV
Charge = 0
Lowest unoccupied orbital energy = 0.18 eV
SMILES = COC[C@](CCCCCCCSc1nnco1)(COO)OC(=O)C(F)(F)F.c1ccncc1

***

Record 4
DFT (ωB97M-V with the def2-TZVPD basis set) results for an isolated molecule of C20H28F3NO3.

Last column: natural (NBO) charge in e.
CARTESIAN COORDINATES (ANGSTROEM)
C1 -2.3248 -0.8084 -1.8735  -0.629
C2 -1.5740 0.5140 -1.9164  -0.078
O1 -0.8089 0.7220 -0.7301  -0.552
C3 0.4908 0.3887 -0.7625  0.869
O2 1.0417 -0.0512 -1.7381  -0.642
C4 1.1921 0.7810 0.5383  -0.128
C5 1.6445 2.2616 0.4653  -0.416
C6 0.5665 3.1730 -0.0442  0.005
C7 -0.3379 3.6965 0.8796  -0.152
C8 -1.4114 4.4770 0.5004  -0.206
C9 -1.6113 4.7694 -0.8379  -0.223
C10 -0.7105 4.2978 -1.7698  -0.163
C11 0.3756 3.5117 -1.3851  -0.155
C12 1.2674 3.1476 -2.5451  0.977
F1 2.3734 2.4515 -2.2864  -0.312
F2 1.6972 4.2738 -3.1658  -0.335
F3 0.5935 2.4615 -3.4874  -0.327
C13 2.4204 -0.1219 0.6863  -0.397
C14 1.9457 -1.5461 1.0237  -0.230
N1 0.5401 -1.6485 0.6852  -0.462
C15 0.0453 -2.9591 0.3121  -0.057
C16 0.6628 -3.3891 -1.0227  -0.632
C17 0.2692 -4.0663 1.3680  -0.079
O3 -0.4109 -3.8732 2.5898  -0.545
C18 -1.7811 -4.1774 2.5544  -0.248
C19 -0.2596 -0.9233 1.6498  -0.207
C20 0.2539 0.5250 1.7215  -0.415
H1 -1.6180 -1.6327 -1.8436  0.214
H2 -2.9631 -0.8522 -0.9938  0.205
H3 -2.9417 -0.9035 -2.7629  0.217
H4 -0.9036 0.5389 -2.7806  0.213
H5 -2.2688 1.3573 -1.9628  0.188
H6 2.5379 2.3149 -0.1520  0.242
H7 1.9185 2.5718 1.4766  0.218
H8 -0.1824 3.4873 1.9274  0.204
H9 -2.0913 4.8575 1.2479  0.216
H10 -2.4504 5.3701 -1.1522  0.218
H11 -0.8364 4.5382 -2.8153  0.227
H12 3.0774 0.2620 1.4672  0.205
H13 2.9621 -0.1186 -0.2596  0.233
H14 2.1078 -1.7574 2.0935  0.171
H15 2.5124 -2.2711 0.4429  0.212
H16 -1.0353 -2.8390 0.1688  0.197
H17 1.6392 -3.8446 -0.8766  0.202
H18 0.7824 -2.5175 -1.6607  0.246
H19 0.0237 -4.1138 -1.5208  0.213
H20 1.3282 -4.1079 1.6345  0.188
H21 -0.0176 -5.0334 0.9287  0.167
H22 -2.1399 -4.0916 3.5786  0.195
H23 -1.9489 -5.2002 2.1944  0.165
H24 -2.3447 -3.4841 1.9199  0.162
H25 -0.2245 -1.3886 2.6471  0.188
H26 -1.2958 -0.9336 1.3031  0.199
H27 -0.5879 1.2143 1.6953  0.229
H28 0.8110 0.6896 2.6458  0.204

Output
Relative energy (zero: lowest compared OMol25 entry of this formula, charge and spin) = 20.4 kJ/mol
Highest occupied orbital energy = -8.17 eV
Charge = 0
Lowest unoccupied orbital energy = 0.75 eV
SMILES = CCOC(=O)C1(Cc2ccccc2C(F)(F)F)CCN([C@@H](C)COC)CC1

***

no.,frontier orbital gap (eV)
1,7.93
2,9.26
3,8.92
4,8.92